[1]
Molecular formula: C7H9N
Method: DFT, wB97M-V/def2-TZVPD

Computed properties:
E_LUMO, hartree: 0.0158
Multiplicity: 1
Structure (SMILES): CC1=C[C@@H]2N[C@H]2C=C1

Geometry as XYZ:
```
17
Properties=species:S:1:pos:R:3:forces:R:3:mulliken_charge:R:1
C 2.404 -0.361 -0.052 -0.15 1.31 -0.11 -1.267
C 0.900 -0.101 -0.020 -0.70 -7.19 -0.90 1.013
C 0.026 -1.261 -0.054 1.27 4.40 0.49 -1.023
C -1.265 -0.775 0.457 -2.66 1.33 0.13 -0.032
N -2.751 -0.584 0.133 1.96 0.71 -0.75 -0.612
C -1.748 0.423 -0.423 1.11 -1.34 2.34 0.006
C -0.892 1.556 0.100 -1.13 0.96 0.16 -0.744
C 0.405 1.180 0.173 0.48 3.02 0.21 -0.136
H 2.735 -0.112 0.982 0.31 -0.03 -0.79 0.292
H 2.781 -1.387 -0.297 -0.79 0.94 0.04 0.351
H 2.772 0.410 -0.788 0.41 -0.91 0.83 0.297
H 0.379 -2.250 -0.116 0.45 -1.02 0.01 0.385
H -1.245 -0.490 1.573 0.24 -0.35 -1.71 0.304
H -3.030 -1.072 -0.719 -0.01 -0.17 0.21 0.291
H -1.493 0.263 -1.471 -0.23 -0.17 -0.02 0.268
H -1.203 2.631 0.254 0.37 -1.28 -0.40 0.319
H 1.224 1.928 0.268 -0.91 -0.19 0.24 0.288
```
Forces are in eV/Å.

***

[2]
Molecular formula: C5H11O4Y
Method: DFT, wB97M-V/def2-TZVPD

Computed properties:
E_LUMO (spin up / spin down), hartree: -0.1486 / -0.1487
Multiplicity: 2
Net charge: +1

Geometry as XYZ:
```
21
Properties=species:S:1:pos:R:3:forces:R:3:mulliken_charge:R:1
O 0.292 1.702 2.181 2.88 -2.98 0.14 -0.833
Y 0.172 1.642 0.055 -2.32 1.68 3.14 1.622
O 1.861 1.686 -0.818 2.17 -0.22 -1.32 -0.662
C 2.816 0.726 -0.523 1.82 -0.44 0.42 -0.187
C 2.221 -0.582 -0.085 0.24 -0.94 -0.60 -0.430
O 0.855 -0.555 0.062 -0.13 0.84 0.47 -0.268
C -0.034 -1.555 -0.406 0.10 -0.57 -0.32 -0.518
C -1.403 -1.064 -0.003 -0.18 -0.89 0.44 -0.488
O -1.555 0.291 -0.414 -0.26 -0.29 -0.60 -0.290
C -2.863 0.799 -0.174 -0.91 0.02 0.20 -0.822
H 3.482 1.088 0.300 -0.26 -0.08 -0.49 0.249
H 3.497 0.509 -1.372 -0.31 0.24 0.19 0.326
H 1.024 1.024 2.628 -2.97 2.88 -1.54 0.285
H 2.642 -1.571 -0.286 0.00 0.44 0.10 0.441
H 0.179 -2.518 0.078 -0.08 0.21 -0.10 0.366
H 0.097 -1.659 -1.490 -0.17 0.01 0.15 0.406
H -1.494 -1.081 1.096 -0.09 -0.17 -0.30 0.314
H -2.180 -1.687 -0.470 0.14 0.16 0.18 0.452
H -2.894 1.841 -0.506 0.00 -0.15 -0.02 0.346
H -3.598 0.216 -0.747 0.20 0.24 0.10 0.315
H -3.114 0.748 0.895 0.13 0.00 -0.23 0.376
```
Forces are in eV/Å.

***

[3]
Molecular formula: C35H57MoNO5P
Method: DFT, wB97M-V/def2-TZVPD

Computed properties:
E_LUMO (spin up / spin down), hartree: 0.0699 / 0.0699
Multiplicity: 3
Net charge: -1

Geometry as XYZ:
```
100
Properties=species:S:1:pos:R:3:forces:R:3:mulliken_charge:R:1
C 6.185 2.400 -1.711 0.97 0.14 0.62 2.945
C 5.157 1.951 -0.655 -0.04 0.50 -0.31 -1.909
C 5.886 1.560 -2.957 -0.11 0.29 -0.06 -1.772
C 5.432 0.219 -2.392 -0.62 -0.81 0.94 -0.101
H 6.791 1.516 -3.567 -0.24 -0.15 -0.06 0.374
H 5.089 2.050 -3.521 0.11 -0.02 0.01 0.467
C 5.092 0.447 -0.862 0.42 -0.43 -0.52 0.709
H 4.200 2.426 -0.888 0.07 -0.04 0.05 0.445
H 5.458 2.245 0.355 -0.16 -0.03 -0.21 0.553
C 3.740 -0.237 -0.638 -0.67 -0.15 -0.02 -1.107
H 5.870 -0.029 -0.245 -0.25 0.06 -0.18 0.531
H 6.268 -0.496 -2.462 -0.46 0.06 -0.07 0.476
C 4.106 -0.431 -2.929 -0.06 0.06 -0.29 1.706
C 6.143 3.884 -2.030 -1.26 0.50 0.54 -0.421
C 7.635 2.123 -1.221 1.15 -0.68 -1.75 0.089
O 8.521 1.733 -1.973 -1.54 0.77 1.83 -0.619
O 5.177 4.586 -1.796 0.94 -0.46 -0.32 -0.634
O 7.271 4.343 -2.599 -0.46 0.20 -0.06 -0.272
O 7.808 2.306 0.114 0.26 0.22 -0.07 -0.334
C 8.306 3.548 0.664 -0.07 -0.34 -0.11 -0.632
H 7.546 3.893 1.367 0.13 0.12 -0.05 0.276
H 8.497 4.318 -0.094 -0.10 -0.34 0.01 0.258
H 9.232 3.322 1.196 -0.08 0.10 -0.07 0.266
C 7.230 5.749 -2.895 0.13 0.28 0.00 -0.791
H 6.330 6.038 -3.455 0.28 -0.29 0.21 0.311
H 8.126 5.945 -3.484 -0.10 0.00 0.09 0.257
H 7.257 6.317 -1.957 -0.03 -0.08 -0.26 0.335
O 3.435 -1.050 -1.795 1.58 0.65 -0.04 -0.504
H 2.910 0.487 -0.516 0.42 -0.14 0.11 0.305
H 3.761 -0.881 0.255 -0.14 0.12 -0.49 0.133
C 4.425 -1.502 -3.968 -0.15 -0.14 -0.01 -1.774
C 3.128 0.594 -3.528 -0.12 -0.10 0.06 -1.897
H 3.491 0.988 -4.486 -0.07 0.01 0.24 0.386
H 2.939 1.422 -2.831 0.08 -0.10 -0.21 0.296
H 2.161 0.101 -3.707 0.32 0.06 0.09 0.460
H 3.499 -1.915 -4.385 0.17 -0.01 0.10 0.410
H 5.016 -2.318 -3.533 -0.16 0.18 0.00 0.404
H 5.005 -1.068 -4.794 -0.14 -0.02 0.19 0.332
Mo -1.366 -0.552 0.170 3.59 -0.83 1.00 -0.777
C -1.004 -2.190 1.603 0.44 0.56 -0.65 -0.480
C 0.318 -2.220 1.072 -0.90 -0.24 0.23 -1.426
C 1.054 -1.191 1.740 -0.08 0.96 0.26 -0.382
H 0.631 -3.037 0.416 0.36 0.51 0.46 0.463
C 0.159 -0.414 2.501 0.92 -0.59 -0.26 -1.229
C -1.167 -0.923 2.337 -0.11 -1.01 -0.52 0.937
H -2.024 -0.476 2.843 0.48 -0.81 -0.09 0.143
H -1.696 -2.996 1.361 0.09 0.74 0.29 0.429
H 2.132 -1.060 1.674 -0.31 0.15 0.01 0.420
H 0.369 0.360 3.235 0.28 0.11 -0.51 0.458
C -1.927 1.258 -1.149 -0.79 1.10 1.23 -0.632
C -2.606 1.190 0.144 0.68 1.86 -1.20 0.175
C -1.730 1.750 1.111 -0.53 0.45 -1.20 -0.289
H -3.581 0.813 0.379 0.48 -0.11 -0.22 -0.333
C -0.601 2.284 0.441 -0.31 -0.26 0.15 -0.937
C -0.697 1.967 -0.929 -0.93 -0.53 -0.01 -0.780
H -0.061 2.306 -1.731 0.33 -0.17 0.08 0.553
H -2.381 0.956 -2.088 0.29 0.09 0.11 0.559
H -2.050 1.897 2.133 0.42 -0.13 0.14 0.575
H 0.148 2.878 0.939 0.36 -0.17 -0.12 0.506
C -2.350 -3.215 3.760 0.30 -0.46 0.46 -1.851
C -3.577 -2.364 3.547 1.74 -0.44 -0.88 2.694
C -4.779 -3.189 3.587 -0.18 0.14 -0.21 -2.600
C -3.637 -1.233 4.497 -0.35 0.70 0.17 -1.932
P -4.021 -1.616 1.216 -0.58 1.00 -0.51 0.980
N -2.912 -1.395 -0.003 -1.43 -0.92 0.75 -0.255
C -4.993 -3.005 0.277 0.64 1.42 2.09 1.991
C -6.327 -3.362 0.931 0.05 -0.43 -0.21 -1.593
C -5.189 -2.563 -1.147 0.16 -0.38 0.09 -2.020
C -3.951 -4.089 0.328 -0.46 -0.55 -0.56 -2.041
C -5.558 0.685 0.262 1.40 0.83 -1.07 1.557
C -5.234 0.688 -1.200 -0.12 -0.01 -0.12 -0.935
C -6.683 -0.066 0.723 -0.82 -0.66 0.54 -2.148
C -5.317 1.908 1.032 0.17 0.44 0.67 -1.473
H -1.397 -2.663 3.782 -0.60 -0.30 0.18 0.237
H -2.441 -3.758 4.722 -0.07 0.04 -0.01 0.546
H -2.259 -3.976 2.977 0.01 -0.01 0.30 0.306
H -4.993 -3.629 4.532 -0.11 -0.51 1.34 0.675
H -5.625 -2.622 3.302 -1.16 0.74 -0.16 0.420
H -4.690 -3.960 2.872 0.09 -1.11 -0.45 0.434
H -2.813 -0.527 4.486 0.26 -0.09 -0.06 0.356
H -4.533 -0.658 4.319 -0.51 0.39 -0.03 0.275
H -3.707 -1.608 5.520 -0.03 -0.18 0.32 0.515
H -6.900 -2.479 1.239 0.10 -0.47 -0.17 0.141
H -6.888 -3.934 0.179 -0.28 0.02 0.21 0.478
H -6.197 -3.980 1.819 -0.20 -0.07 -0.36 0.407
H -4.238 -2.183 -1.511 -0.13 -0.19 -0.37 0.274
H -5.477 -3.485 -1.652 -0.24 0.10 -0.66 0.753
H -5.933 -1.780 -1.242 -0.19 -0.24 -0.22 0.224
H -3.112 -3.731 -0.270 0.07 -0.41 -0.07 0.312
H -3.590 -4.292 1.337 -0.14 -0.26 -0.13 0.313
H -4.434 -4.957 -0.119 0.45 -0.69 -0.07 0.652
H -6.153 0.434 -1.748 0.25 0.05 -0.25 0.522
H -4.815 1.637 -1.587 -0.31 -0.32 0.37 0.384
H -4.481 -0.089 -1.383 -0.11 0.11 -0.30 -0.110
H -6.643 -0.281 1.776 0.11 -0.01 0.64 0.270
H -7.562 0.507 0.561 -1.50 0.79 -0.18 0.621
H -6.831 -0.994 0.238 -0.12 -0.63 -0.64 0.585
H -5.449 1.649 2.075 -0.30 0.29 0.52 0.230
H -4.315 2.326 0.967 -0.35 0.24 -0.28 0.474
H -6.043 2.662 0.722 -0.25 0.42 0.20 0.421
```
Forces are in eV/Å.

***

[4]
Molecular formula: C4H8N2O
Method: DFT, wB97M-V/def2-TZVPD

Computed properties:
E_LUMO, hartree: 0.0376
Multiplicity: 1
Structure (SMILES): C[C@H]1CN1NC=O

Geometry as XYZ:
```
15
Properties=species:S:1:pos:R:3:forces:R:3:mulliken_charge:R:1
C -1.023 1.776 -0.646 3.59 -2.51 1.88 -1.523
C -0.253 0.684 0.265 -8.38 1.01 1.60 0.362
C -1.235 -0.028 1.260 -0.86 2.03 -2.23 -0.583
N -0.762 -0.804 0.056 1.04 2.86 1.10 -0.457
N 0.485 -1.422 0.414 1.02 7.29 -5.47 -0.129
C 1.450 -0.818 -0.531 3.15 -0.78 3.04 0.132
O 1.372 0.367 -0.911 1.66 -5.04 -1.47 -0.464
H -0.405 1.748 -1.495 1.56 1.38 -1.13 0.408
H -1.757 1.235 -1.143 -2.84 -0.35 0.24 0.502
H -1.080 2.719 -0.113 -0.68 -0.06 -0.42 0.321
H 0.627 0.954 0.769 0.71 0.06 0.40 0.396
H -2.310 0.310 1.497 1.68 -1.03 -1.05 0.250
H -0.664 -0.308 2.049 1.00 -0.93 2.86 0.384
H 0.376 -2.256 0.779 0.25 -5.51 1.42 0.156
H 2.546 -1.442 -0.427 -2.89 1.59 -0.76 0.245
```
Forces are in eV/Å.

***

[5]
Molecular formula: C3H26O9S2
Method: DFT, wB97M-V/def2-TZVPD

Computed properties:
E_LUMO, hartree: 0.0067
Multiplicity: 1
Structure (SMILES): CCSSC.O.O.O.O.O.O.O.O.O

Geometry as XYZ:
```
40
Properties=species:S:1:pos:R:3:forces:R:3:mulliken_charge:R:1
C 1.176 1.956 -1.235 -0.20 3.20 -1.30 -1.202
C -0.246 2.006 -0.707 -1.42 0.39 -2.32 0.238
S -0.620 3.520 0.221 0.98 0.55 -0.60 -0.151
S -2.580 3.464 0.739 0.98 -0.44 3.04 -0.116
C -2.060 3.306 2.698 -2.03 -1.11 -0.21 -0.805
H 1.658 2.968 -1.469 -1.11 -1.01 -0.01 0.342
H 1.298 1.344 -2.114 -0.07 -0.42 -0.13 0.315
H 1.765 1.644 -0.469 1.98 -1.43 2.01 0.338
H -0.948 2.066 -1.637 0.92 -0.54 2.48 -0.002
H -0.358 1.135 -0.073 -0.66 -0.25 -0.10 0.145
H -1.548 2.319 2.879 -0.26 1.26 -0.58 0.244
H -1.523 4.190 3.016 0.52 -0.02 -0.55 0.325
H -2.958 3.302 3.385 0.49 -0.09 -1.13 0.300
O -1.108 -3.569 -1.158 -1.23 0.29 -2.74 -0.620
H -0.397 -3.310 -1.767 1.06 -0.13 0.69 0.303
H -1.796 -3.531 -1.901 0.51 -0.22 2.17 0.325
O -2.377 -1.803 1.649 0.11 1.27 1.09 -0.698
H -2.579 -2.709 1.540 -0.44 -1.58 -0.15 0.296
H -2.632 -1.422 0.801 0.23 -0.12 -0.31 0.411
O 0.206 -1.881 1.007 -1.43 -0.67 1.75 -0.624
H -0.100 -2.556 0.395 -0.14 -0.18 -0.51 0.202
H -0.479 -1.992 1.752 1.23 0.74 -1.60 0.346
O 1.655 -2.860 -2.034 -1.07 -0.35 -0.48 -0.634
H 2.295 -3.233 -2.662 0.14 0.67 0.98 0.286
H 2.000 -2.266 -1.356 0.73 -0.24 -0.55 0.342
O 2.421 -0.869 0.382 -0.33 -3.60 -2.85 -0.627
H 1.546 -1.180 0.628 -0.80 0.33 0.93 0.480
H 2.729 -0.107 0.724 1.08 3.93 1.96 0.218
O -3.089 -1.464 -0.944 -2.99 -2.16 1.48 -0.657
H -2.522 -0.828 -1.244 2.49 2.72 -1.50 0.334
H -3.888 -0.983 -0.674 0.16 -0.16 -0.40 0.308
O -1.909 1.489 -3.415 1.63 -3.00 2.76 -0.609
H -0.970 1.630 -3.182 -0.82 -0.07 -0.67 0.367
H -2.154 2.123 -4.004 -0.94 2.88 -2.65 0.280
O 2.997 2.083 3.268 0.15 -1.41 -0.02 -0.639
H 2.840 1.114 3.375 0.20 1.18 -0.06 0.325
H 2.143 2.482 3.419 -0.37 0.18 0.04 0.314
O 4.283 -2.539 -0.167 3.85 -0.71 -3.44 -0.587
H 3.596 -1.947 -0.212 -2.55 2.13 0.69 0.311
H 4.234 -3.089 0.549 -0.58 -1.83 2.79 0.274
```
Forces are in eV/Å.

***

[6]
Molecular formula: H19O10
Method: DFT, wB97M-V/def2-TZVPD

Computed properties:
E_LUMO, hartree: 0.1115
Multiplicity: 1
Net charge: -1

Geometry as XYZ:
```
29
Properties=species:S:1:pos:R:3:forces:R:3:mulliken_charge:R:1
O -63.403 -7.792 -11.031 1.37 -1.97 1.04 -0.537
H -63.819 -7.079 -11.418 -1.69 2.26 -1.74 0.157
O -61.850 -5.350 -13.102 -0.91 2.99 -5.19 -0.535
H -61.593 -5.804 -12.406 0.59 -3.84 6.62 0.315
H -60.943 -5.377 -13.407 0.40 0.77 -1.55 0.269
O -63.639 -3.742 -11.481 -2.25 4.21 1.81 -0.664
H -63.457 -3.948 -12.332 1.18 -1.30 -3.85 0.284
H -63.392 -4.402 -10.903 0.93 -2.50 1.96 0.371
O -65.204 -7.585 -14.283 2.43 3.19 -0.71 -0.679
H -64.423 -8.068 -13.937 -0.58 -0.42 -0.18 0.329
H -64.692 -6.692 -14.521 -2.00 -2.68 0.68 0.326
O -63.407 -9.281 -13.094 2.80 -1.53 -1.52 -0.979
H -63.365 -8.674 -12.328 -0.08 0.82 1.36 0.346
H -62.442 -9.594 -13.144 -2.04 0.80 -0.21 0.389
O -63.204 -5.614 -9.620 0.28 0.43 0.44 -0.775
H -63.939 -5.768 -9.044 -0.76 0.62 1.08 0.334
H -63.307 -6.455 -10.085 0.90 -1.01 -0.62 0.230
O -62.219 -9.809 -9.614 0.46 6.56 3.28 -0.683
H -62.338 -10.456 -10.200 -1.25 -3.91 -3.78 0.303
H -62.598 -8.921 -10.018 0.93 -2.76 0.86 0.395
O -65.553 -9.015 -9.887 -0.81 -0.50 2.72 -0.796
H -64.783 -8.543 -10.148 1.63 1.12 -0.72 0.414
H -66.016 -9.208 -10.661 -1.35 -0.19 -1.93 0.310
O -60.654 -7.259 -11.091 6.63 1.02 -0.25 -0.645
H -61.524 -7.350 -11.150 -6.59 -1.09 -0.11 0.157
H -60.461 -7.011 -10.190 -0.07 0.01 0.29 0.348
O -64.233 -11.011 -11.279 2.11 -1.20 -3.40 -0.773
H -63.816 -10.549 -12.125 -1.53 -1.19 2.26 0.475
H -64.656 -10.305 -10.850 -0.72 1.28 1.35 0.315
```
Forces are in eV/Å.

***

Repeat the first record exactly.
Molecular formula: C7H9N
Method: DFT, wB97M-V/def2-TZVPD

Computed properties:
E_LUMO, hartree: 0.0158
Multiplicity: 1
Structure (SMILES): CC1=C[C@@H]2N[C@H]2C=C1

Geometry as XYZ:
```
17
Properties=species:S:1:pos:R:3:forces:R:3:mulliken_charge:R:1
C 2.404 -0.361 -0.052 -0.15 1.31 -0.11 -1.267
C 0.900 -0.101 -0.020 -0.70 -7.19 -0.90 1.013
C 0.026 -1.261 -0.054 1.27 4.40 0.49 -1.023
C -1.265 -0.775 0.457 -2.66 1.33 0.13 -0.032
N -2.751 -0.584 0.133 1.96 0.71 -0.75 -0.612
C -1.748 0.423 -0.423 1.11 -1.34 2.34 0.006
C -0.892 1.556 0.100 -1.13 0.96 0.16 -0.744
C 0.405 1.180 0.173 0.48 3.02 0.21 -0.136
H 2.735 -0.112 0.982 0.31 -0.03 -0.79 0.292
H 2.781 -1.387 -0.297 -0.79 0.94 0.04 0.351
H 2.772 0.410 -0.788 0.41 -0.91 0.83 0.297
H 0.379 -2.250 -0.116 0.45 -1.02 0.01 0.385
H -1.245 -0.490 1.573 0.24 -0.35 -1.71 0.304
H -3.030 -1.072 -0.719 -0.01 -0.17 0.21 0.291
H -1.493 0.263 -1.471 -0.23 -0.17 -0.02 0.268
H -1.203 2.631 0.254 0.37 -1.28 -0.40 0.319
H 1.224 1.928 0.268 -0.91 -0.19 0.24 0.288
```
Forces are in eV/Å.

***

Copy entry 6 word for word.
Molecular formula: H19O10
Method: DFT, wB97M-V/def2-TZVPD

Computed properties:
E_LUMO, hartree: 0.1115
Multiplicity: 1
Net charge: -1

Geometry as XYZ:
```
29
Properties=species:S:1:pos:R:3:forces:R:3:mulliken_charge:R:1
O -63.403 -7.792 -11.031 1.37 -1.97 1.04 -0.537
H -63.819 -7.079 -11.418 -1.69 2.26 -1.74 0.157
O -61.850 -5.350 -13.102 -0.91 2.99 -5.19 -0.535
H -61.593 -5.804 -12.406 0.59 -3.84 6.62 0.315
H -60.943 -5.377 -13.407 0.40 0.77 -1.55 0.269
O -63.639 -3.742 -11.481 -2.25 4.21 1.81 -0.664
H -63.457 -3.948 -12.332 1.18 -1.30 -3.85 0.284
H -63.392 -4.402 -10.903 0.93 -2.50 1.96 0.371
O -65.204 -7.585 -14.283 2.43 3.19 -0.71 -0.679
H -64.423 -8.068 -13.937 -0.58 -0.42 -0.18 0.329
H -64.692 -6.692 -14.521 -2.00 -2.68 0.68 0.326
O -63.407 -9.281 -13.094 2.80 -1.53 -1.52 -0.979
H -63.365 -8.674 -12.328 -0.08 0.82 1.36 0.346
H -62.442 -9.594 -13.144 -2.04 0.80 -0.21 0.389
O -63.204 -5.614 -9.620 0.28 0.43 0.44 -0.775
H -63.939 -5.768 -9.044 -0.76 0.62 1.08 0.334
H -63.307 -6.455 -10.085 0.90 -1.01 -0.62 0.230
O -62.219 -9.809 -9.614 0.46 6.56 3.28 -0.683
H -62.338 -10.456 -10.200 -1.25 -3.91 -3.78 0.303
H -62.598 -8.921 -10.018 0.93 -2.76 0.86 0.395
O -65.553 -9.015 -9.887 -0.81 -0.50 2.72 -0.796
H -64.783 -8.543 -10.148 1.63 1.12 -0.72 0.414
H -66.016 -9.208 -10.661 -1.35 -0.19 -1.93 0.310
O -60.654 -7.259 -11.091 6.63 1.02 -0.25 -0.645
H -61.524 -7.350 -11.150 -6.59 -1.09 -0.11 0.157
H -60.461 -7.011 -10.190 -0.07 0.01 0.29 0.348
O -64.233 -11.011 -11.279 2.11 -1.20 -3.40 -0.773
H -63.816 -10.549 -12.125 -1.53 -1.19 2.26 0.475
H -64.656 -10.305 -10.850 -0.72 1.28 1.35 0.315
```
Forces are in eV/Å.

***

Question: multiplicity of number 5 (C3H26O9S2)?
Answer: 1

***

Question: Look up the multiplicity of the sixth one.
Answer: 1